Here is a structure of composition C6H11N from OMol25. Energies are from ωB97M-V with the def2-TZVPD basis set.

Results
F_max: 0.117 Eh/bohr
HOMO: -6.937 eV
ΔE to the lowest compared entry with this formula, charge and spin: 10.696 eV
Kohn-Sham gap: 6.935 eV
total charge: 0

Geometry (Å):
C1 2.561 -0.885 -0.197
C2 2.209 0.296 0.602
C3 0.954 -0.292 0.898
N1 -0.324 0.368 0.886
C4 -1.443 -0.232 0.139
C5 -2.633 1.535 -0.249
C6 -2.021 0.546 -1.071
H1 2.587 -1.993 0.039
H2 3.657 -0.883 -0.353
H3 2.299 -0.900 -1.253
H4 2.857 0.858 1.209
H5 0.727 -1.209 1.456
H6 -0.231 1.314 0.470
H7 -1.255 -1.321 -0.117
H8 -2.103 -0.328 0.961
H9 -3.163 0.419 -0.891
H10 -3.326 2.264 -0.613
H11 -1.351 0.443 -1.916

The natural (NBO) scheme yields these atomic charges, measured in e: -0.684, -0.514, 0.176, -0.592, -0.236, -0.270, -0.418, 0.239, 0.229, 0.188, 0.245, 0.181, 0.367, 0.170, 0.221, 0.306, 0.140, 0.251

---

Here is a structure of composition C19H30Br2InN2O6S from OMol25. Energies are from ωB97M-V with the def2-TZVPD basis set.

Results
F_max: 0.029 Eh/bohr
HOMO: -4.730 eV
Kohn-Sham gap: 6.954 eV
total charge: -1

Geometry (Å):
C1 -2.272 0.380 5.482
C2 -1.719 -0.634 4.520
Br1 -1.028 -2.196 5.389
C3 -1.639 -0.560 3.206
Br2 -2.372 1.082 2.447
In1 -0.781 -2.045 1.748
C4 1.136 -1.203 1.018
C5 1.125 0.343 1.035
C6 2.498 0.977 1.312
N1 3.192 0.454 2.480
N2 -0.296 -4.017 2.577
C7 0.791 -4.154 3.000
S1 2.130 -4.333 3.905
H1 -3.121 0.910 5.075
H2 -2.540 -0.110 6.411
H3 -1.482 1.093 5.709
H4 -1.884 -2.222 0.368
H5 1.239 -1.518 -0.017
H6 1.983 -1.599 1.569
H7 0.497 0.663 1.868
H8 0.722 0.706 0.100
H9 2.298 2.031 1.525
H10 3.133 0.962 0.431
H11 2.557 0.336 3.253
H12 3.646 -0.420 2.267
O1 2.142 1.270 -2.045
C8 1.667 2.345 -2.242
O2 0.746 2.913 -1.426
C9 0.276 4.149 -1.991
C10 1.376 4.597 -2.945
C11 1.937 3.262 -3.424
H13 -0.666 3.954 -2.505
H14 0.101 4.864 -1.190
H15 1.011 5.240 -3.744
H16 2.144 5.144 -2.395
H17 1.393 2.878 -4.288
H18 3.000 3.301 -3.641
O3 -3.419 5.169 -3.996
C12 -3.881 4.293 -3.325
O4 -3.117 3.373 -2.697
C13 -3.951 2.387 -2.051
C14 -5.297 3.072 -1.864
C15 -5.349 4.007 -3.070
H19 -4.016 1.511 -2.699
H20 -3.500 2.094 -1.107
H21 -6.127 2.371 -1.806
H22 -5.287 3.659 -0.945
H23 -5.765 3.519 -3.952
H24 -5.888 4.928 -2.867
O5 2.030 -3.497 -1.462
C16 2.438 -4.480 -0.927
O6 3.441 -4.474 -0.016
C17 3.768 -5.815 0.372
C18 2.528 -6.638 0.052
C19 1.962 -5.902 -1.162
H25 4.641 -6.138 -0.203
H26 4.018 -5.822 1.431
H27 2.745 -7.691 -0.123
H28 1.822 -6.571 0.881
H29 2.387 -6.261 -2.102
H30 0.877 -5.940 -1.203

The Löwdin scheme yields these atomic charges, measured in e: -0.203, -0.898, 0.714, -0.759, 0.585, 0.567, -0.273, -0.304, -0.306, -0.012, -0.053, -1.023, 0.486, 0.029, 0.043, 0.080, -0.095, 0.014, 0.013, 0.038, 0.075, 0.094, 0.095, 0.062, 0.050, 0.135, -0.481, 0.024, -0.148, -0.155, -0.076, 0.109, 0.126, 0.112, 0.114, 0.129, 0.121, 0.112, -0.495, 0.014, -0.133, -0.153, -0.079, 0.130, 0.125, 0.115, 0.118, 0.129, 0.122, 0.127, -0.486, 0.023, -0.167, -0.155, -0.074, 0.120, 0.109, 0.109, 0.112, 0.124, 0.123

---

Here is the ion C28H37F18N4O3 with charge +1 from OMol25. Energies are from ωB97M-V with the def2-TZVPD basis set.

Results
F_max: 0.167 Eh/bohr
HOMO: -12.046 eV
structure (SMILES): CCOC[C@@]1(CCC(F)(F)C(F)(F)C(F)(F)C(F)(F)C(F)(F)C(F)(F)C(F)(F)C(F)(F)F)CNC(N(CCCCCOC(C)=O)N=C(C)C)=[N+]1[C@H](C)F
Kohn-Sham gap: 7.614 eV
total charge: +1

Geometry (Å):
C1 0.728 -5.657 1.434
C2 0.414 -4.923 -0.025
O1 -0.868 -4.197 0.058
C3 -1.221 -3.608 -1.247
C4 -1.558 -2.005 -1.218
C5 -0.600 -0.965 -2.111
C6 0.927 -1.509 -2.341
C7 1.793 -0.404 -3.253
F1 1.011 -0.332 -4.547
F2 1.588 0.897 -2.602
C8 3.286 -0.858 -3.636
F3 3.421 -0.729 -5.137
F4 3.367 -2.350 -3.400
C9 4.564 -0.107 -3.001
F5 4.444 1.340 -2.723
F6 5.637 -0.185 -4.070
C10 5.262 -0.796 -1.688
F7 5.922 -2.123 -1.981
F8 6.419 0.109 -1.329
C11 4.302 -0.991 -0.382
F9 3.748 -2.394 -0.487
F10 3.122 -0.102 -0.312
C12 5.180 -1.010 1.032
F11 4.337 -1.823 1.988
F12 6.457 -1.804 0.899
C13 5.373 0.450 1.732
F13 5.182 1.624 0.857
F14 4.482 0.523 2.944
C14 6.924 0.588 2.344
F15 6.945 1.931 3.037
F16 7.954 0.699 1.261
F17 7.237 -0.425 3.377
C15 -2.930 -1.964 -2.180
N1 -3.338 -0.520 -1.814
C16 -3.411 -0.648 -0.278
N2 -4.425 -0.106 0.467
C17 -5.563 0.723 -0.165
C18 -4.974 2.211 -0.556
C19 -4.662 2.429 -2.150
C20 -5.450 3.749 -2.807
C21 -4.494 4.590 -3.869
O2 -3.884 5.717 -3.123
C22 -2.551 6.061 -3.671
C23 -1.358 6.339 -2.550
O3 -2.242 6.174 -4.966
N3 -4.452 -0.305 1.836
C24 -4.575 0.866 2.540
C25 -3.421 2.007 2.767
C26 -6.050 1.142 3.272
N4 -2.212 -1.496 0.039
C27 -1.421 -1.272 1.280
C28 0.202 -1.255 1.156
F18 -1.786 -2.371 2.250
H1 1.020 -6.790 1.329
H2 -0.283 -5.622 2.060
H3 1.516 -5.030 2.038
H4 0.377 -5.733 -0.875
H5 1.310 -4.187 -0.214
H6 -2.220 -4.164 -1.590
H7 -0.399 -3.936 -2.013
H8 -1.088 -0.808 -3.163
H9 -0.580 0.058 -1.496
H10 0.837 -2.467 -3.044
H11 1.419 -1.733 -1.305
H12 -3.804 -2.647 -1.739
H13 -2.761 -2.213 -3.311
H14 -4.253 -0.486 -2.313
H15 -6.521 0.770 0.546
H16 -5.965 0.231 -1.171
H17 -3.929 2.316 0.008
H18 -5.636 3.107 -0.198
H19 -3.503 2.698 -2.260
H20 -4.929 1.522 -2.839
H21 -5.904 4.457 -1.990
H22 -6.324 3.287 -3.473
H23 -3.721 3.921 -4.443
H24 -5.183 5.085 -4.708
H25 -1.880 6.397 -1.479
H26 -0.880 7.397 -2.799
H27 -0.583 5.463 -2.591
H28 -3.567 2.408 3.883
H29 -3.608 2.942 2.075
H30 -2.318 1.622 2.711
H31 -6.446 2.244 3.049
H32 -6.856 0.415 2.787
H33 -6.036 0.946 4.427
H34 -1.787 -0.278 1.784
H35 0.635 -1.142 2.262
H36 0.696 -2.210 0.697
H37 0.501 -0.246 0.610

The Löwdin scheme yields these atomic charges, measured in e: -0.080, -0.240, -0.219, -0.110, -0.274, -0.097, -0.072, -0.180, -0.012, 0.010, -0.077, 0.029, 0.025, -0.092, 0.060, 0.033, -0.074, 0.047, 0.035, -0.082, 0.008, 0.045, -0.066, 0.019, 0.053, -0.094, 0.058, 0.035, -0.132, 0.025, 0.047, 0.065, -0.125, 0.047, -0.053, -0.084, -0.077, -0.159, -0.200, -0.151, -0.183, -0.122, -0.296, -0.023, -0.017, 0.056, -0.195, -0.045, -0.048, 0.059, -0.226, -0.020, -0.089, 0.087, 0.096, 0.080, 0.134, 0.107, 0.147, 0.128, 0.124, 0.134, 0.146, 0.094, 0.152, 0.157, 0.097, 0.141, 0.139, 0.105, 0.118, 0.124, 0.098, 0.119, 0.123, 0.141, 0.147, 0.092, 0.108, 0.093, 0.115, 0.092, 0.083, 0.114, 0.092, 0.100, 0.129, 0.123, 0.078, 0.099

---

Here is a structure of composition C20H54BF4N4O6Pd from OMol25. Energies are from ωB97M-V with the def2-TZVPD basis set.

Results
F_max: 0.040 Eh/bohr
HOMO (alpha / beta): -11.326 / -11.325 eV
ΔE to the lowest compared entry with this formula, charge and spin: 0.000 eV
2S+1: 3
Kohn-Sham gap (alpha / beta): 8.234 / 5.431 eV
total charge: +1

Geometry (Å):
Pd1 2.542 0.433 0.197
B1 -0.825 -0.285 0.853
F1 -1.152 1.047 1.164
F2 -1.321 -0.698 -0.386
F3 0.595 -0.408 0.780
F4 -1.303 -1.068 1.903
C1 -3.479 -0.134 5.575
C2 -3.372 0.464 4.189
O1 -2.094 1.051 3.961
H1 -2.859 -1.035 5.570
H2 -4.525 -0.437 5.687
H3 -3.234 0.458 6.453
H4 -4.108 1.268 4.066
H5 -3.581 -0.278 3.415
H6 -1.683 0.740 3.151
C3 1.283 0.679 -2.866
O2 2.033 -0.016 -1.874
C4 2.461 -1.311 -2.316
C5 3.512 -1.857 -1.393
N1 3.067 -1.882 0.005
C6 1.863 -2.710 0.223
C7 1.591 -3.034 1.690
O3 2.826 -3.336 2.284
C8 2.750 -3.883 3.567
H7 0.499 0.025 -3.252
H8 1.923 0.926 -3.719
H9 0.864 1.608 -2.495
H10 2.942 -1.290 -3.299
H11 1.576 -1.949 -2.372
H12 4.412 -1.230 -1.367
H13 3.873 -2.826 -1.753
H14 3.723 -2.431 0.566
H15 2.024 -3.687 -0.255
H16 0.977 -2.323 -0.262
H17 0.943 -3.918 1.682
H18 1.060 -2.220 2.187
H19 2.090 -4.767 3.591
H20 2.321 -3.238 4.342
H21 3.727 -4.255 3.862
C9 -1.451 -5.543 -1.081
C10 -1.490 -4.606 -2.265
C11 -2.881 -3.985 -2.460
O4 -2.802 -3.081 -3.544
C12 -3.812 -2.095 -3.562
N2 -0.482 -3.531 -2.128
H22 -2.344 -6.173 -1.176
H23 -1.562 -5.027 -0.127
H24 -0.588 -6.203 -1.091
H25 -1.211 -5.080 -3.209
H26 -3.225 -3.528 -1.527
H27 -3.557 -4.785 -2.790
H28 -4.038 -1.797 -4.581
H29 -3.503 -1.216 -2.979
H30 -4.707 -2.467 -3.051
H31 -0.517 -2.995 -2.988
H32 -0.734 -2.927 -1.351
C13 0.910 4.390 1.430
C14 1.764 3.102 1.332
C15 1.611 2.256 2.579
O5 2.375 1.057 2.489
C16 2.661 0.584 3.819
N3 1.283 2.310 0.159
H33 0.812 4.755 2.454
H34 -0.094 4.239 1.037
H35 1.401 5.188 0.873
H36 2.775 3.407 1.058
H37 0.552 2.038 2.765
H38 1.835 2.913 3.427
H39 1.718 0.314 4.300
H40 3.107 1.353 4.454
H41 3.367 -0.237 3.739
H42 0.968 2.940 -0.592
H43 0.415 1.846 0.440
C17 -1.950 2.970 -2.916
C18 -1.571 3.881 -1.747
C19 -0.415 4.780 -2.068
O6 0.726 3.951 -2.265
C20 1.847 4.592 -2.874
N4 -2.785 4.683 -1.469
H44 -2.601 2.141 -2.616
H45 -1.075 2.458 -3.320
H46 -2.529 3.466 -3.695
H47 -1.384 3.199 -0.904
H48 -0.254 5.510 -1.267
H49 -0.676 5.338 -2.974
H50 2.146 5.516 -2.377
H51 1.566 4.739 -3.919
H52 2.693 3.907 -2.823
H53 -3.560 4.043 -1.359
H54 -2.672 5.219 -0.615

The Löwdin scheme yields these atomic charges, measured in e: 1.239, -1.238, 0.113, 0.139, 0.028, 0.149, -0.089, -0.317, -0.098, 0.072, 0.075, 0.072, 0.108, 0.112, 0.023, -0.043, -0.300, -0.182, -0.186, -0.080, -0.184, -0.197, -0.196, -0.103, 0.108, 0.108, 0.059, 0.144, 0.111, 0.125, 0.143, 0.125, 0.139, 0.082, 0.138, 0.115, 0.096, 0.092, 0.094, -0.060, -0.421, -0.209, -0.204, -0.100, 0.043, 0.082, 0.078, 0.077, 0.142, 0.133, 0.132, 0.087, 0.082, 0.088, 0.064, 0.052, -0.019, -0.356, -0.195, -0.260, -0.041, 0.038, 0.090, 0.081, 0.084, 0.139, 0.139, 0.139, 0.108, 0.098, 0.095, 0.068, 0.062, -0.050, -0.439, -0.198, -0.271, -0.065, 0.047, 0.081, 0.059, 0.089, 0.120, 0.124, 0.141, 0.094, 0.099, 0.085, 0.077, 0.073

---

Here is a structure of composition C5H7ClN2 from OMol25. Energies are from ωB97M-V with the def2-TZVPD basis set.

Results
F_max: 0.108 Eh/bohr
HOMO (alpha / beta): -8.092 / -8.092 eV
ΔE to the lowest compared entry with this formula, charge and spin: 3.984 eV
Kohn-Sham gap (alpha / beta): 7.069 / 7.069 eV
total charge: 0

Geometry (Å):
C1 -2.724 -0.255 -0.745
C2 -1.533 0.203 -1.245
C3 -1.365 -0.873 0.613
C4 2.139 0.668 1.041
C5 1.517 0.156 -0.236
N1 -2.589 -0.967 0.418
N2 -0.674 -0.225 -0.326
Cl1 2.214 -1.391 -0.588
H1 -3.742 -0.235 -1.202
H2 -1.107 0.667 -2.060
H3 -0.817 -1.065 1.493
H4 2.663 -0.134 1.630
H5 3.114 1.256 0.653
H6 1.496 1.324 1.615
H7 1.409 0.873 -1.062

The natural (NBO) scheme yields these atomic charges, measured in e: -0.117, -0.161, 0.129, -0.699, 0.063, -0.457, -0.374, 0.068, 0.198, 0.205, 0.163, 0.248, 0.253, 0.257, 0.224

---

Q: Which of these has the highest F_max?
A: C28H37F18N4O3

---

Q: Among the records above, which one has the highest F_max?
A: C28H37F18N4O3

---

Q: Which formula does entry 3 have?
A: C28H37F18N4O3

---

Q: Which formula does entry 1 have?
A: C6H11N